Record 1
The following is a quantum chemistry calculation of a 5-piece molecular cluster, C30H75N5O10 overall at a distorted geometry, from the OMol25 dataset.

The geometry in XYZ format:
```
120
C30H75N5O10 (the ωB97M-V functional and the def2-TZVPD basis)
C 1.734 2.606 2.263
O 0.910 2.617 1.132
C 0.096 3.760 1.052
C -0.975 3.685 -0.012
N -1.961 2.673 0.342
C -2.794 2.213 -0.763
C -2.082 1.447 -1.855
O -1.618 0.219 -1.294
C -0.251 -0.088 -1.490
H 1.894 1.563 2.550
H 1.221 3.022 3.140
H 2.717 3.080 2.208
H 0.712 4.638 0.806
H -0.391 4.047 1.992
H -0.479 3.588 -0.988
H -1.463 4.664 -0.022
H -1.485 1.841 0.681
H -3.435 2.978 -1.213
H -3.536 1.569 -0.277
H -1.247 2.034 -2.257
H -2.684 1.183 -2.728
H -0.106 -1.027 -0.959
H 0.391 0.701 -1.078
H 0.043 -0.156 -2.542
C -3.204 9.912 -1.511
O -1.887 10.223 -1.155
C -1.025 9.094 -1.066
C 0.037 9.434 -0.027
N 0.844 8.242 0.242
C 1.599 8.334 1.487
C 2.702 7.293 1.549
O 3.427 7.435 2.765
C 2.732 6.778 3.843
H -3.743 10.856 -1.585
H -3.689 9.186 -0.848
H -3.258 9.458 -2.516
H -0.558 8.911 -2.043
H -1.588 8.189 -0.821
H -0.490 9.735 0.878
H 0.646 10.262 -0.403
H 1.350 7.997 -0.598
H 0.892 8.044 2.270
H 1.993 9.337 1.663
H 3.460 7.469 0.768
H 2.463 6.275 1.216
H 1.686 6.563 3.642
H 2.895 7.357 4.749
H 3.247 5.823 3.993
C 7.349 -8.208 -1.379
O 7.160 -7.543 -2.591
C 5.796 -7.161 -2.753
C 5.650 -6.161 -3.872
N 4.277 -5.758 -4.077
C 3.712 -4.947 -2.997
C 4.387 -3.553 -2.932
O 3.610 -2.510 -2.382
C 3.116 -2.772 -1.091
H 7.569 -7.526 -0.547
H 8.280 -8.790 -1.398
H 6.588 -8.956 -1.142
H 5.418 -6.782 -1.801
H 5.271 -8.058 -3.098
H 6.017 -6.673 -4.770
H 6.362 -5.324 -3.819
H 4.095 -5.253 -4.931
H 3.832 -5.427 -2.025
H 2.643 -4.783 -3.138
H 4.528 -3.263 -3.976
H 5.364 -3.554 -2.438
H 3.933 -3.185 -0.492
H 2.253 -3.444 -1.026
H 2.732 -1.870 -0.616
C 0.302 0.596 -5.651
O -0.127 -0.538 -4.952
C -0.950 -1.394 -5.761
C -1.072 -2.653 -4.928
N -1.949 -2.376 -3.763
C -1.895 -3.388 -2.693
C -2.984 -4.425 -2.903
O -2.943 -5.348 -1.801
C -3.730 -4.896 -0.732
H 1.056 1.088 -5.033
H -0.479 1.334 -5.881
H 0.767 0.388 -6.624
H -0.354 -1.647 -6.644
H -1.921 -0.956 -5.989
H -0.088 -2.959 -4.543
H -1.440 -3.547 -5.442
H -1.534 -1.509 -3.430
H -2.072 -2.811 -1.782
H -0.893 -3.809 -2.567
H -2.702 -5.078 -3.739
H -3.988 -4.083 -3.150
H -3.551 -5.536 0.140
H -4.821 -4.968 -0.818
H -3.488 -3.899 -0.353
C -2.766 -1.158 1.549
O -2.970 -2.006 2.651
C -3.554 -1.406 3.773
C -3.391 -2.301 4.984
N -3.676 -1.609 6.234
C -3.847 -2.514 7.371
C -2.464 -2.835 7.978
O -1.880 -4.033 7.485
C -2.625 -5.180 7.833
H -3.697 -0.689 1.223
H -2.226 -1.700 0.777
H -2.063 -0.362 1.841
H -4.621 -1.207 3.605
H -3.096 -0.424 3.946
H -2.330 -2.559 5.095
H -3.824 -3.292 4.798
H -4.445 -0.952 6.217
H -4.288 -3.489 7.137
H -4.523 -2.039 8.082
H -2.406 -2.829 9.071
H -1.837 -1.992 7.689
H -3.518 -5.343 7.229
H -2.833 -5.206 8.908
H -1.947 -6.021 7.672
```

Calculated values
SMILES string = COCCNCCOC.COCCNCCOC.COCCNCCOC.COCCNCCOC.COCCNCCOC
energy above the lowest of the compared OMol25 structures with the same formula, charge and spin = 33.7 kcal per mole
multiplicity = 1
E_LUMO = 0.620 eV
DFT total energy = -60242.9063 eV

Mulliken atomic charge list, values in e, 6 entries:
1. C -0.802
2. O -0.215
3. C -0.427
4. C -0.385
5. N -0.226
6. C -1.268

---

Record 2
The following is a quantum chemistry calculation of a 12-piece molecular cluster, C30H76O15S11 overall at a distorted geometry, from the OMol25 dataset.

The geometry in XYZ format:
```
132
C30H76O15S11 (the ωB97M-V functional and the def2-TZVPD basis)
C 0.768 2.601 3.608
C 1.466 1.375 4.272
C 1.007 0.104 3.598
C 1.696 -1.036 3.523
C 3.067 -1.260 4.118
O 2.922 -2.083 5.282
C 2.254 -1.411 6.336
C 0.873 -2.069 2.791
O 1.158 -3.195 2.576
O -0.299 -1.438 2.465
C -0.324 -0.136 2.917
O -1.242 0.597 2.789
H 0.676 2.377 2.542
H -0.235 2.744 4.008
H 1.407 3.481 3.695
H 1.311 1.335 5.354
H 2.537 1.519 4.109
H 3.711 -1.813 3.430
H 3.555 -0.333 4.428
H 2.396 -2.012 7.230
H 1.174 -1.349 6.193
H 2.615 -0.381 6.491
C 5.782 -3.007 0.072
S 4.977 -1.413 -0.132
O 5.151 -0.661 1.147
C 3.304 -2.054 -0.143
H 6.855 -2.837 0.147
H 5.422 -3.489 0.982
H 5.569 -3.627 -0.800
H 3.102 -2.596 0.783
H 3.172 -2.709 -1.003
H 2.616 -1.212 -0.224
C -2.401 5.532 1.062
S -1.127 4.283 1.270
O 0.179 4.913 0.904
C -1.648 3.274 -0.112
H -2.254 6.309 1.812
H -2.333 5.967 0.065
H -3.378 5.069 1.203
H -1.628 3.862 -1.030
H -2.665 2.908 0.076
H -0.957 2.436 -0.201
C 3.159 7.344 -3.013
S 2.500 5.728 -2.575
O 1.951 5.121 -3.820
C 1.112 6.346 -1.623
H 4.027 7.193 -3.654
H 2.403 7.917 -3.550
H 3.460 7.872 -2.107
H 0.491 6.987 -2.252
H 1.483 6.900 -0.763
H 0.529 5.499 -1.275
C -7.021 3.999 -0.405
S -5.794 2.704 -0.185
O -4.469 3.290 -0.551
C -6.324 1.690 -1.571
H -6.845 4.771 0.341
H -6.928 4.432 -1.401
H -8.018 3.579 -0.265
H -6.274 2.270 -2.493
H -7.341 1.341 -1.396
H -5.654 0.835 -1.640
C 4.594 -5.819 -3.944
S 3.816 -4.219 -4.161
O 3.995 -3.452 -2.894
C 2.143 -4.865 -4.170
H 5.671 -5.679 -3.870
H 4.225 -6.289 -3.031
H 4.361 -6.438 -4.812
H 1.945 -5.399 -3.239
H 2.018 -5.534 -5.023
H 1.454 -4.028 -4.261
C 0.262 -3.382 10.195
S -0.726 -2.492 8.984
O 0.223 -1.836 8.041
C -1.320 -1.225 10.113
H 0.760 -4.204 9.686
H 1.007 -2.714 10.627
H -0.390 -3.779 10.974
H -0.474 -0.694 10.551
H -1.923 -1.687 10.895
H -1.933 -0.527 9.546
C 3.674 8.427 2.263
S 2.305 8.869 1.184
O 2.888 9.474 -0.044
C 1.685 10.215 2.204
H 4.228 7.619 1.791
H 4.327 9.289 2.401
H 3.284 8.089 3.223
H 2.467 10.962 2.346
H 1.358 9.820 3.166
H 0.839 10.666 1.690
C 3.067 -9.318 -3.988
S 3.418 -9.247 -5.751
O 3.007 -7.895 -6.230
C 2.133 -10.403 -6.242
H 3.738 -8.629 -3.481
H 2.033 -9.022 -3.806
H 3.242 -10.330 -3.624
H 1.160 -10.036 -5.913
H 2.338 -11.380 -5.805
H 2.145 -10.481 -7.328
C -0.425 -6.399 -7.620
S -1.039 -5.961 -5.988
O -1.835 -7.119 -5.487
C -2.203 -4.712 -6.540
H 0.300 -7.204 -7.504
H -1.252 -6.736 -8.247
H 0.063 -5.533 -8.068
H -2.919 -5.156 -7.233
H -1.661 -3.898 -7.023
H -2.728 -4.333 -5.663
C -4.558 8.481 -1.556
S -5.110 7.637 -0.067
O -6.531 7.245 -0.280
C -5.109 9.093 0.989
H -4.527 7.753 -2.365
H -5.256 9.279 -1.808
H -3.559 8.887 -1.393
H -5.772 9.852 0.574
H -4.093 9.481 1.071
H -5.465 8.796 1.974
C -3.206 -6.228 -0.714
S -2.828 -6.174 -2.473
O -3.290 -4.853 -2.985
C -4.046 -7.396 -2.970
H -2.574 -5.499 -0.209
H -4.255 -5.976 -0.551
H -2.992 -7.225 -0.328
H -5.041 -7.070 -2.666
H -3.804 -8.356 -2.515
H -4.002 -7.486 -4.054
```

Calculated values
multiplicity = 1
E_LUMO = 0.111 eV
DFT total energy = -182233.7446 eV

Mulliken atomic charge list, values in e, 6 entries:
1. C -1.389
2. C -0.172
3. C 0.778
4. C 0.431
5. C -0.713
6. O -0.449